[1]
DFT (the ωB97M-V functional and the def2-TZVPD basis) results for a cluster of 2 separate species, C4H7NO in total at a distorted geometry.

Geometry as XYZ:
```
13
Properties=species:S:1:pos:R:3:mulliken_charge:R:1
C -0.22473 1.50205 -0.34551 -1.143
C -0.38101 0.00441 -0.29328 0.439
C -0.37699 -0.73364 1.10751 -0.768
N -1.55696 -0.62239 0.33296 -0.374
C 0.45558 -0.82610 -0.99852 0.678
O 1.09870 -1.50310 -1.68770 -0.338
H -0.37512 1.90979 -1.34868 0.351
H -0.98202 1.90921 0.32722 0.340
H 0.76251 1.79335 0.02293 0.243
H 0.08458 -1.74710 1.04401 0.283
H 1.43697 -0.07092 1.23925 -0.062
H -1.91762 -1.46985 -0.10541 0.247
H 1.97611 -0.14571 0.70521 0.104
```

Gap between HOMO and LUMO (spin up / spin down) (eV): 7.93 / 7.93
Multiplicity: 1
Energy (hartree): -286.39420
LUMO energy (spin up / spin down) (hartree): 0.0072 / 0.0072
HOMO (spin up / spin down) (eV): -7.74 / -7.74


[2]
DFT (the ωB97M-V functional and the def2-TZVPD basis) results for the molecule C5H11NO.

Geometry as XYZ:
```
18
Properties=species:S:1:pos:R:3:mulliken_charge:R:1
C -2.15621 0.44793 -0.66559 -0.996
C -1.36991 -0.49710 0.23487 -0.697
N 0.04088 -0.14157 0.34026 0.045
C 0.42323 0.77234 1.39485 -0.995
C 0.84698 -0.60735 -0.65931 0.883
O 0.36676 -1.19603 -1.62092 -0.631
C 2.35623 -0.47140 -0.58702 -1.232
H -3.19930 0.12489 -0.74598 0.340
H -1.71514 0.44430 -1.66584 0.299
H -2.14621 1.47215 -0.27673 0.270
H -1.40902 -1.51024 -0.17214 0.350
H -1.78442 -0.51789 1.24947 0.392
H 0.32447 0.30518 2.38420 0.274
H 1.45477 1.10620 1.26614 0.414
H -0.22033 1.66272 1.37913 0.292
H 2.70187 0.45037 -1.06792 0.274
H 2.69047 -1.30802 -1.20146 0.347
H 2.79489 -0.53648 0.41399 0.372
```

Structure (SMILES): CCN(C)C(C)=O
Gap between HOMO and LUMO (eV): 10.06
Multiplicity: 1
Energy (hartree): -327.11628
LUMO energy (hartree): 0.0334
HOMO (eV): -9.15


[3]
DFT (the ωB97M-V functional and the def2-TZVPD basis) results for a structure of composition C31H46As3IrN4O.

Geometry as XYZ:
```
86
Properties=species:S:1:pos:R:3:mulliken_spin:R:1
Ir -0.39746 -0.29085 -0.32627 -0.026
C 3.97941 -0.57403 -0.56670 0.002
C 4.27531 0.46020 -1.43543 0.002
C 3.23673 1.23709 -1.93099 -0.001
C 1.93864 0.97251 -1.53992 -0.007
N 1.65634 -0.02475 -0.65460 0.012
C 2.66193 -0.78230 -0.20387 0.004
C 0.77104 1.70543 -2.07919 0.021
C 0.79233 2.82528 -2.89215 0.001
C -0.41889 3.38935 -3.27435 0.006
C -1.62074 2.83129 -2.86255 -0.001
C -1.58404 1.69957 -2.06611 0.017
N -0.40454 1.18968 -1.69913 -0.001
C -2.74182 0.93664 -1.54580 -0.011
C -4.04022 1.19252 -1.94273 0.004
C -5.07734 0.41479 -1.44914 0.002
C -4.77803 -0.61795 -0.57752 -0.001
C -3.45902 -0.82893 -0.22194 0.004
N -2.45239 -0.07122 -0.67357 -0.009
H 4.75085 -1.22028 -0.17236 0.000
H 5.29534 0.65422 -1.73902 0.000
H 3.43999 2.03172 -2.63418 0.000
H 2.39412 -1.58530 0.46521 -0.004
H 1.72456 3.26663 -3.21306 0.000
H -0.42414 4.27302 -3.89838 0.000
H -2.55890 3.27113 -3.16750 0.000
H -4.24135 1.98425 -2.64978 0.000
H -6.09761 0.60406 -1.75483 0.000
H -5.54788 -1.26336 -0.17832 0.000
H -3.18987 -1.63476 0.44013 0.003
C 0.12269 -3.72204 1.18675 0.005
As -0.30036 -1.87745 1.57125 -0.003
C -1.92266 -2.03604 2.63106 0.000
C 1.03822 -1.45647 2.92462 -0.004
C 1.17828 -0.01765 3.48675 -0.001
C 2.37985 0.69476 2.87070 0.001
C -0.08246 0.83730 3.24692 0.013
As -0.52462 1.42113 1.43683 0.113
C -2.31217 2.11916 1.64116 0.006
C 0.51734 2.99266 1.02689 0.012
C 1.32640 -0.11269 5.02031 0.000
As 2.83963 -0.99281 6.01067 0.001
C 3.60507 -2.26809 4.72109 0.000
C 4.20253 0.40198 5.81819 0.000
H 0.11723 -4.27578 2.12497 0.001
H 1.10586 -3.80076 0.72541 -0.001
H -0.62145 -4.14847 0.51562 0.001
H -1.63963 -2.29330 3.65125 -0.001
H -2.54107 -2.84398 2.24020 0.000
H -2.49755 -1.11257 2.64391 0.001
H 1.99532 -1.80679 2.53904 -0.001
H 0.77870 -2.14953 3.72838 0.000
H 2.26951 0.81080 1.78967 0.000
H 3.29558 0.13648 3.04954 0.000
H 2.50849 1.68705 3.30755 0.000
H 0.01739 1.78071 3.79184 0.003
H -0.97825 0.34905 3.63748 0.002
H -2.31044 2.82919 2.46814 0.005
H -3.01490 1.31716 1.85885 0.001
H -2.61489 2.63589 0.73157 0.000
H 0.49577 3.64783 1.89773 0.004
H 0.05644 3.50683 0.18344 0.001
H 1.54812 2.74051 0.79209 0.000
H 0.42415 -0.58603 5.41954 0.000
H 1.33921 0.90070 5.43485 0.000
H 2.93368 -3.10903 4.55142 0.000
H 4.50132 -2.66317 5.19942 0.000
H 3.90473 -1.82465 3.77088 0.000
H 3.83148 1.33123 6.24961 0.000
H 4.52334 0.57595 4.79297 0.000
H 5.06775 0.09063 6.40225 0.000
C -1.46912 -2.20588 -2.66681 0.232
C -0.26180 -1.97397 -1.77557 0.212
O 0.73449 -2.58845 -1.76100 0.417
H -1.22335 -3.00825 -3.36027 -0.002
H -1.70694 -1.28363 -3.20020 -0.023
H -2.30654 -2.49064 -2.03093 -0.008
C -1.85616 -0.96780 -8.02459 0.000
C -2.26868 0.33532 -7.33167 0.000
C -1.98430 0.30932 -5.89663 -0.001
N -1.75244 0.26408 -4.77076 -0.001
H -2.08616 -0.89471 -9.08490 0.000
H -2.39915 -1.81820 -7.61622 0.000
H -0.78795 -1.14772 -7.91848 0.000
H -3.33659 0.52437 -7.45201 0.000
H -1.74129 1.19085 -7.75671 0.000
```

Gap between HOMO and LUMO (spin up / spin down) (eV): 5.77 / 3.75
Multiplicity: 2
Energy (hartree): -8313.93425
LUMO energy (spin up / spin down) (hartree): -0.3281 / -0.4022
HOMO (spin up / spin down) (eV): -14.70 / -14.70
Net charge: +3


What is the energy in the third record? -8313.93425 hartree